Entry 1:
Computed, not measured: a cluster of 11 separate species, C56H102N2O20S8 in total at a distorted geometry, with ωB97M-V/def2-TZVPD.

Properties
Kohn-Sham gap = 6.192 eV
spin multiplicity = 1
strongest force on any atom = 17.2 eV/A
highest occupied orbital energy = -7.0 eV

Positions of all 188 atoms, in Å:
C  -4.15749  4.04714  2.85430
C  -3.00632  3.44887  2.38972
C  -1.99946  4.18995  1.77753
C  -2.15848  5.54932  1.57595
C  -3.27795  6.20764  2.07242
C  -4.28759  5.42400  2.63148
N  -1.11155  6.34723  0.93795
O  -0.30026  5.77666  0.22811
O  -1.08063  7.53931  1.18396
H  -4.97070  3.56968  3.38089
H  -2.90851  2.38403  2.56203
H  -1.11995  3.71136  1.36789
H  -3.31033  7.28113  2.18413
H  -5.16757  5.86617  3.08094
C  0.13951  -1.24958  -1.52695
C  -0.07422  0.05396  -1.97450
C  -0.02126  1.11489  -1.07364
C  0.16683  0.84475  0.27994
C  0.27991  -0.47349  0.74537
C  0.24825  -1.50652  -0.16372
N  0.31794  1.99461  1.19387
O  0.42396  1.81555  2.38593
O  0.25602  3.12852  0.72181
H  0.21047  -2.09646  -2.19431
H  -0.24865  0.24329  -3.02281
H  -0.23037  2.09576  -1.47655
H  0.37187  -0.73013  1.79142
H  0.40258  -2.49380  0.24872
C  -3.90384  -1.98016  -0.73093
C  -3.88002  -3.52702  -0.87293
C  -2.46993  -4.08952  -0.54338
C  -2.27428  -5.59116  -0.82652
C  -2.96962  -6.51143  0.21120
C  -3.07955  -7.95667  -0.35804
H  -3.79110  -1.62345  0.29230
H  -4.80700  -1.60725  -1.21504
H  -3.05392  -1.61036  -1.30945
H  -4.62024  -4.00185  -0.22846
H  -4.16394  -3.69217  -1.91345
H  -2.32413  -3.85666  0.51468
H  -1.69038  -3.52991  -1.06423
H  -2.52791  -5.90610  -1.83852
H  -1.20075  -5.75865  -0.70636
H  -2.30490  -6.63154  1.06709
H  -3.95587  -6.11843  0.45193
H  -3.57332  -7.99916  -1.33141
H  -2.12092  -8.40701  -0.62830
H  -3.56835  -8.59305  0.37906
C  2.81558  0.19999  3.83438
C  2.31366  0.38949  5.29065
C  1.62629  -0.87754  5.78454
C  1.57681  -1.04356  7.31950
C  0.95025  0.16763  8.01456
C  0.81249  0.09193  9.55797
H  2.10005  -0.19259  3.11039
H  3.66424  -0.48244  3.89499
H  3.10657  1.12651  3.33487
H  3.17690  0.54228  5.94367
H  1.66856  1.26133  5.40220
H  2.12401  -1.73296  5.32168
H  0.62044  -0.89607  5.35351
H  1.07566  -1.99572  7.49865
H  2.61988  -1.15103  7.63077
H  1.42639  1.09005  7.68311
H  -0.08465  0.29690  7.68025
H  0.43707  -0.83620  9.98500
H  1.80002  0.31030  9.97021
H  0.15566  0.90669  9.86420
C  -2.96982  3.55735  -1.47948
C  -3.70699  2.27027  -1.16007
C  -3.63047  1.18236  -2.24195
S  -2.99773  2.09636  -3.68846
O  -3.85839  1.91228  -4.84266
O  -1.58279  1.78009  -3.87806
C  -3.06055  3.76721  -2.99441
H  -1.92470  3.41622  -1.19682
H  -3.38692  4.42473  -0.97266
H  -4.76880  2.50671  -1.05504
H  -3.45467  1.79484  -0.21157
H  -4.60791  0.87680  -2.60933
H  -2.92146  0.37020  -2.09778
H  -3.96623  4.28141  -3.32055
H  -2.27073  4.31240  -3.51105
C  -1.36770  3.77207  5.19539
C  -1.19429  4.66929  6.45602
C  0.10529  4.36264  7.13613
S  0.51545  2.57244  6.76848
O  0.26899  1.73356  7.92062
O  1.81469  2.52240  6.12245
C  -0.87554  2.40631  5.55782
H  -0.89140  4.13485  4.28796
H  -2.43920  3.63255  5.05852
H  -2.03487  4.75542  7.14661
H  -1.15834  5.69838  6.08793
H  0.29135  4.62639  8.17492
H  0.89268  4.89849  6.59944
H  -1.67569  1.79377  5.97673
H  -0.56031  1.77961  4.72042
C  1.23348  4.42432  -3.08214
C  1.94695  5.73486  -3.45224
C  2.14254  5.78834  -4.99920
S  0.54770  5.15414  -5.69447
O  0.80224  4.39915  -6.87147
O  -0.39793  6.26663  -5.69299
C  0.22780  4.07946  -4.18251
H  0.76181  4.50939  -2.10427
H  1.99979  3.64773  -3.05987
H  2.88263  5.88211  -2.91513
H  1.33511  6.55963  -3.07658
H  2.99529  5.12713  -5.14932
H  2.28736  6.78294  -5.41498
H  0.38850  3.06707  -4.54670
H  -0.78517  4.30219  -3.85490
C  3.35911  -1.06377  -6.79536
C  1.84386  -1.08546  -6.58067
C  1.37325  0.26491  -6.03118
S  2.71591  0.71656  -4.87412
O  2.36309  0.27230  -3.54681
O  2.99068  2.12213  -5.13734
C  4.02181  -0.34822  -5.61623
H  3.62975  -0.77418  -7.81110
H  3.66893  -2.11219  -6.81412
H  1.62051  -1.82746  -5.80878
H  1.32975  -1.41865  -7.48123
H  0.37355  0.26661  -5.60130
H  1.39891  0.99857  -6.83821
H  4.32879  -1.04419  -4.83781
H  4.85427  0.27530  -5.93499
C  -4.09108  -2.30439  -4.49435
C  -4.07769  -1.37105  -5.69919
C  -2.60907  -1.06789  -6.08332
S  -1.60196  -2.51586  -5.42249
O  -0.87993  -2.01385  -4.27605
O  -0.95376  -3.20633  -6.51213
C  -3.03186  -3.42230  -4.72555
H  -5.05269  -2.73320  -4.22323
H  -3.66395  -1.69666  -3.69359
H  -4.50279  -0.43676  -5.32708
H  -4.74699  -1.69756  -6.49381
H  -2.10433  -0.16376  -5.74436
H  -2.50371  -1.01558  -7.16761
H  -2.71564  -4.08811  -3.92361
H  -3.33479  -4.12931  -5.50265
C  2.91445  -4.91874  -2.54801
C  2.66872  -4.00359  -3.76494
C  1.64896  -4.61582  -4.68588
S  0.75126  -5.97407  -3.72749
O  1.16217  -7.31030  -4.14512
O  -0.62501  -5.58078  -3.62851
C  1.61975  -5.62200  -2.19397
H  3.39351  -4.37906  -1.73227
H  3.66811  -5.64701  -2.86295
H  3.59188  -3.71977  -4.26782
H  2.20297  -3.07691  -3.41824
H  2.00703  -5.00244  -5.63863
H  0.79026  -3.97919  -4.88380
H  1.52248  -6.50001  -1.55692
H  1.06632  -4.85908  -1.63561
C  3.65425  3.21337  2.22234
C  3.46132  4.42257  1.38209
C  3.61128  5.61383  2.31566
S  2.62537  5.16853  3.80439
O  1.24656  5.56933  3.60856
O  3.38726  5.56377  4.98710
C  2.87384  3.34972  3.50359
H  4.68419  3.17931  2.59501
H  3.52352  2.27465  1.68373
H  2.41113  4.41801  1.06633
H  4.05055  4.48738  0.47033
H  3.41633  6.61896  1.94601
H  4.64678  5.65064  2.66380
H  1.87422  2.91163  3.49695
H  3.37507  2.84220  4.32383
C  2.15892  -7.43890  3.23391
C  3.23819  -6.88029  2.31279
C  3.22221  -5.33129  2.29362
S  1.49025  -4.91027  2.68794
O  0.88888  -4.30619  1.50463
O  1.50089  -4.23543  3.97625
C  0.85407  -6.67603  2.82225
H  2.34605  -7.21086  4.28316
H  2.00255  -8.50631  3.09063
H  3.01146  -7.23152  1.30349
H  4.22665  -7.28071  2.53679
H  3.43669  -4.88697  1.32470
H  3.84773  -4.89724  3.07089
H  0.49055  -6.91404  1.82330
H  0.01552  -6.66850  3.51536

=====

Entry 2:
Computed, not measured: a cluster of 14 separate species, C56H106O17 in total at a distorted geometry, with ωB97M-V/def2-TZVPD.

Properties
Kohn-Sham gap = 9.368 eV
spin multiplicity = 1
strongest force on any atom = 2.5 eV/A
highest occupied orbital energy = -9.0 eV

Positions of all 179 atoms, in Å:
C  0.68114  1.78890  6.18835
C  -0.21166  1.41850  4.98273
C  0.42336  2.19658  3.82824
O  1.34955  3.10650  4.40438
C  1.88730  2.45955  5.56249
H  0.96874  0.97319  6.85592
H  0.17262  2.47852  6.86544
H  -1.21613  1.78157  5.18030
H  -0.23150  0.35293  4.76328
H  -0.25866  2.87358  3.30626
H  0.84980  1.54665  3.05346
H  2.42664  3.19605  6.15331
H  2.62097  1.71109  5.23658
C  -1.34531  3.80750  0.52933
C  -2.76487  3.56193  1.02343
C  -3.37496  4.95387  1.20153
O  -2.54577  5.84689  0.45204
C  -1.43011  5.17343  -0.15116
H  -1.05885  3.03623  -0.18480
H  -0.66213  3.83646  1.37512
H  -2.79545  3.01801  1.97327
H  -3.37196  2.92884  0.36863
H  -3.32373  5.30104  2.23593
H  -4.37552  5.03227  0.77250
H  -0.53570  5.76185  0.03316
H  -1.65383  5.10257  -1.21867
C  -4.90411  -3.66779  -1.41993
C  -5.68809  -3.13181  -2.60384
C  -4.72157  -2.01509  -3.09222
O  -3.68780  -1.91312  -2.11756
C  -4.18561  -2.46409  -0.88638
H  -4.20153  -4.45603  -1.70857
H  -5.51488  -4.22463  -0.69882
H  -6.55263  -2.56813  -2.24320
H  -6.02331  -3.83986  -3.35402
H  -5.26301  -1.06992  -3.18502
H  -4.28736  -2.23726  -4.06831
H  -4.79331  -1.69618  -0.39322
H  -3.33771  -2.71439  -0.25127
C  1.96533  5.94738  -1.39305
C  2.35459  4.79817  -0.46926
C  3.83209  4.59050  -0.82095
O  4.27948  5.82024  -1.36601
C  3.24632  6.78615  -1.44050
H  1.16874  6.57162  -0.98073
H  1.63567  5.61420  -2.37783
H  1.75019  3.89178  -0.54939
H  2.26799  5.04234  0.59450
H  3.96752  3.83942  -1.60661
H  4.41673  4.35504  0.07100
H  3.30691  7.30855  -2.39339
H  3.22049  7.47024  -0.58753
C  3.91224  2.01564  2.09533
C  4.70959  2.68234  3.21786
C  6.03959  3.05505  2.60966
O  6.30942  1.95609  1.73743
C  5.05634  1.59075  1.14683
H  3.18914  2.69276  1.64504
H  3.39676  1.14052  2.48857
H  4.81074  1.96337  4.03291
H  4.15863  3.53577  3.62441
H  6.79968  3.10712  3.38917
H  6.02201  3.99789  2.05385
H  5.01978  0.51283  0.99725
H  4.96094  2.02788  0.14833
C  -3.10362  -4.71284  1.66651
C  -1.65000  -5.12005  1.64678
C  -1.33822  -4.91134  3.12316
O  -2.47994  -5.33546  3.85826
C  -3.58856  -5.41406  2.95593
H  -3.65557  -5.06077  0.79181
H  -3.20891  -3.63182  1.77748
H  -1.04801  -4.44096  1.04257
H  -1.58970  -6.15604  1.31161
H  -1.16380  -3.83528  3.26526
H  -0.38829  -5.33876  3.44559
H  -4.46517  -4.89612  3.34417
H  -3.76926  -6.47356  2.75373
C  -3.16474  0.45567  3.66630
C  -4.43591  0.60423  2.82405
C  -4.71471  -0.78821  2.30084
O  -3.54879  -1.58431  2.52250
C  -2.85177  -1.03901  3.63355
H  -3.30330  0.82463  4.68207
H  -2.30045  0.98954  3.26931
H  -4.21542  1.33233  2.04010
H  -5.33288  0.94970  3.33618
H  -5.15050  -0.88749  1.30838
H  -5.44840  -1.25981  2.97470
H  -1.80632  -1.33541  3.56814
H  -3.22240  -1.50193  4.56049
C  0.77081  2.48255  -3.88714
C  0.96101  2.17132  -2.40882
C  2.45894  1.84996  -2.24439
O  3.03063  1.95983  -3.56407
C  2.21100  2.81871  -4.33189
H  0.03420  3.26617  -4.04717
H  0.46491  1.60533  -4.45809
H  0.44013  1.26435  -2.09669
H  0.68557  3.02103  -1.78310
H  2.61808  0.85589  -1.82880
H  3.01428  2.55211  -1.61715
H  2.33070  2.58161  -5.38802
H  2.47790  3.86405  -4.14109
C  2.69987  -0.12105  -4.76751
C  3.59166  -1.30909  -5.08001
C  2.62642  -2.24888  -5.84351
O  1.33017  -2.01359  -5.30798
C  1.27801  -0.69263  -4.71374
H  2.81174  0.59099  -5.58543
H  2.90666  0.39328  -3.82917
H  3.98062  -1.80019  -4.18467
H  4.45763  -1.05095  -5.68785
H  2.90511  -3.27974  -5.63086
H  2.62692  -1.97915  -6.90212
H  0.97187  -0.93521  -3.69305
H  0.59604  -0.00817  -5.21836
C  -1.74369  -4.27627  -3.59232
C  -0.71351  -5.04958  -4.39697
C  0.49508  -4.87558  -3.48137
O  -0.05316  -5.00851  -2.15086
C  -1.48118  -4.83769  -2.21006
H  -2.75736  -4.46311  -3.95164
H  -1.50753  -3.21724  -3.72007
H  -0.57424  -4.64635  -5.39765
H  -0.98388  -6.10837  -4.38936
H  0.96739  -3.90278  -3.65358
H  1.24411  -5.65320  -3.63717
H  -1.87388  -4.14873  -1.45728
H  -1.92273  -5.82735  -2.06779
C  -3.90865  1.41741  -1.75066
C  -4.16375  2.92401  -1.59375
C  -3.01996  3.59733  -2.35334
O  -2.50332  2.63176  -3.28016
C  -2.68799  1.35710  -2.67223
H  -4.79996  0.96014  -2.17251
H  -3.61502  0.88460  -0.84555
H  -4.16739  3.24444  -0.54826
H  -5.15413  3.18958  -1.96159
H  -2.15778  3.80994  -1.70762
H  -3.32976  4.51379  -2.85154
H  -1.75263  1.16324  -2.13689
H  -2.79299  0.54880  -3.39637
O  3.76308  -1.44525  1.66023
C  3.54494  -1.82305  0.54165
O  2.37040  -2.35159  0.17637
C  2.41522  -2.98048  -1.12332
C  3.94159  -3.12057  -1.34463
C  4.51437  -1.92779  -0.60126
H  1.94569  -2.41650  -1.92983
H  1.94266  -3.95705  -1.05066
H  4.12729  -3.08724  -2.41947
H  4.28806  -4.08790  -0.98484
H  4.40137  -1.01771  -1.19886
H  5.54819  -2.02622  -0.28905
O  2.52073  -4.91160  4.72296
C  2.30589  -3.74044  4.57005
O  1.23498  -3.30320  3.90390
C  1.27196  -1.89104  3.65647
C  2.24862  -1.37903  4.73117
C  3.16286  -2.58203  4.99862
H  0.26406  -1.51662  3.81236
H  1.63676  -1.63507  2.66227
H  1.68174  -1.06239  5.60857
H  2.92935  -0.56225  4.48461
H  3.47877  -2.74754  6.02442
H  4.01822  -2.60272  4.32126
O  1.09345  1.43492  0.14391
C  0.41792  0.46566  -0.04009
O  0.44500  -0.19761  -1.20269
C  -0.58833  -1.20666  -1.28975
C  -1.13568  -1.31138  0.13228
C  -0.73627  -0.03824  0.83916
H  -0.16339  -2.15781  -1.60135
H  -1.35679  -0.87930  -1.98870
H  -0.71575  -2.16200  0.67354
H  -2.21486  -1.46757  0.14076
H  -0.37310  -0.12860  1.85777
H  -1.46736  0.76532  0.71443

=====

Among the records above, which one has the lowest Kohn-Sham gap? C56H102N2O20S8